C45H61FN4O4S2SbSn as an isolated structure, computed with the ωB97M-V functional and the def2-TZVPD basis.

The geometry in XYZ format:
```
119
Properties=species:S:1:pos:R:3:forces:R:3
Sn 0.2259 0.1414 0.2685 -0.6 -1.2 0.7
C 2.8718 3.5639 6.0935 0.1 -0.1 0.0
C 3.3242 2.2097 5.5221 0.1 0.1 0.0
C 4.1066 2.4793 4.2367 -0.2 0.0 0.2
C 4.2628 1.4992 6.5082 -0.1 0.0 -0.1
C 2.0796 1.3656 5.2693 0.0 0.0 0.0
C 1.3406 0.9220 6.3834 -0.1 -0.1 0.0
C 0.1945 0.1733 6.2571 0.0 0.0 0.1
C -0.2484 -0.1306 4.9762 0.0 0.1 -0.3
S -1.6253 -1.0663 4.5008 0.1 0.1 -0.2
C -1.2148 -0.8020 2.8481 -0.1 -0.1 0.3
N -0.1573 -0.0591 2.6533 0.3 0.2 -1.1
C 0.4403 0.3201 3.8448 0.2 0.2 0.6
C 1.6187 1.0569 4.0004 -0.1 -0.1 -0.2
C -1.9611 -1.4225 1.7663 -0.6 -0.4 -0.3
C -3.0465 -2.2775 2.0034 0.2 0.2 0.2
C -3.6797 -2.9189 0.9560 -0.1 -0.1 0.0
C -3.2490 -2.7295 -0.3495 0.2 0.1 -0.1
C -2.1767 -1.8768 -0.6102 -0.3 -0.3 0.0
C -1.5789 -1.2489 0.4524 1.5 1.4 -0.6
H 3.7379 4.2048 6.2657 0.0 0.0 0.0
H 2.3493 3.4450 7.0419 0.0 0.0 0.0
H 2.2047 4.0735 5.3951 0.0 0.0 0.0
H 5.0190 3.0279 4.4712 0.0 0.0 0.0
H 3.5091 3.0935 3.5614 0.1 0.0 0.0
H 4.3867 1.5504 3.7343 0.0 0.0 0.0
H 5.1410 2.1188 6.6924 0.0 0.0 0.0
H 4.5892 0.5439 6.0934 0.0 0.0 0.0
H 3.7917 1.3074 7.4699 0.0 0.0 0.0
H 1.6881 1.1600 7.3785 0.0 0.0 0.0
H -0.3444 -0.1771 7.1267 0.0 0.0 0.0
H 2.1529 1.3362 3.0996 0.1 0.1 0.1
H -3.3710 -2.4432 3.0237 -0.1 -0.1 0.0
H -4.5047 -3.5885 1.1571 0.0 0.0 0.0
H -3.7279 -3.2480 -1.1692 0.0 0.0 0.0
H -1.8302 -1.7397 -1.6259 0.0 0.0 0.0
F 6.3071 2.9078 -2.2121 0.1 0.0 0.0
C 6.1877 1.6854 -1.6451 -0.2 0.0 0.0
C 4.9442 1.1334 -1.6483 0.1 0.0 0.0
C 4.7040 -0.1456 -1.1349 0.1 0.0 0.0
C 3.3444 -0.5941 -0.8729 0.3 -0.3 0.0
O 2.3627 0.1965 -1.0272 -0.6 0.3 0.1
C 3.2616 -1.9255 -0.4072 -0.2 0.1 0.1
C 4.3877 -2.6928 -0.3001 0.1 0.0 0.0
N 5.6475 -2.2589 -0.4799 -0.4 -0.1 0.1
C 6.6752 -3.2939 -0.4235 0.5 -0.1 0.1
C 8.0095 -3.2031 -1.0953 0.0 -0.1 -0.2
C 7.9262 -3.2256 0.4057 -0.1 0.0 0.2
C 5.8280 -0.9196 -0.7868 -0.2 0.3 -0.1
C 7.0753 -0.2840 -0.6858 0.2 0.0 0.1
C 7.2984 1.0371 -1.0491 -0.2 -0.2 0.0
N 8.5427 1.6546 -0.8768 0.2 0.1 -0.3
C 8.6463 3.1146 -0.7563 -0.1 0.0 0.0
C 10.1205 3.5451 -0.7794 -0.3 0.2 0.3
N 10.8797 2.5622 -1.6034 0.0 0.0 -0.1
C 10.9380 1.2382 -0.9028 -0.1 -0.5 0.3
C 9.6225 1.0135 -0.1433 0.0 0.1 0.0
C 1.9772 -2.5749 0.0175 0.3 0.0 -0.3
O 1.8329 -3.7682 -0.0631 0.0 0.1 0.1
O 1.0850 -1.7595 0.5143 -0.4 0.8 0.3
H 4.1160 1.6874 -2.0675 0.0 0.0 0.1
H 4.2551 -3.7322 -0.0287 0.1 0.0 0.0
H 6.2047 -4.2643 -0.4588 -0.1 0.0 0.0
H 8.2753 -2.2974 -1.6184 0.0 0.0 0.1
H 8.3641 -4.0942 -1.5929 -0.1 0.0 0.0
H 8.1370 -2.3422 0.9924 0.0 0.1 -0.1
H 8.2128 -4.1357 0.9132 0.0 0.0 0.0
H 7.8780 -0.8445 -0.2473 0.0 0.0 0.0
H 8.1890 3.4749 0.1733 0.1 0.0 0.0
H 8.1352 3.5907 -1.5835 0.0 0.0 0.0
H 10.5679 3.5673 0.2125 0.1 -0.1 -0.1
H 10.2059 4.5393 -1.2122 0.1 0.0 -0.1
H 11.8222 2.8965 -1.8104 0.0 0.0 0.0
H 10.3885 2.4488 -2.4929 0.1 0.0 0.0
H 11.7760 1.2392 -0.2075 0.1 0.1 -0.1
H 11.1027 0.4607 -1.6459 0.0 0.1 -0.1
H 9.6880 1.4205 0.8721 0.0 0.0 0.0
H 9.4773 -0.0554 -0.0456 0.1 0.0 0.0
C -4.1294 2.1935 1.2836 0.1 -0.2 -0.1
S -3.3115 1.2634 -0.0270 -0.5 0.6 0.0
C -4.1630 2.0490 -1.4142 0.0 -0.2 0.2
O -1.8754 1.7885 -0.0557 0.2 -0.2 0.0
H -3.9952 3.2618 1.1301 0.0 0.0 -0.1
H -3.6964 1.8894 2.2347 0.0 -0.1 0.0
H -5.1876 1.9356 1.2615 0.0 0.0 0.0
H -4.2398 3.1236 -1.2704 0.0 0.0 0.0
H -5.1605 1.6137 -1.4673 0.0 0.0 0.0
H -3.6151 1.8226 -2.3261 0.0 -0.1 0.0
C 1.6844 2.8558 -3.3886 0.0 -0.1 0.0
C 1.9944 3.7087 -2.1712 -0.4 -0.4 0.2
C 1.8347 5.1946 -2.4336 -0.1 0.1 0.1
Sb 0.7569 3.1229 -0.4030 0.8 0.1 0.7
C 2.2148 3.4689 1.2186 -0.3 -0.1 -0.4
C 2.5387 4.9480 1.3773 -0.1 0.0 0.0
C 3.4619 2.6472 0.9315 -0.1 0.0 0.0
C -0.6335 4.8074 -0.0240 0.0 -0.6 -0.2
C -1.1917 4.6762 1.3791 0.1 0.0 0.1
C -1.7012 4.8974 -1.0935 0.0 0.0 -0.1
H 2.4292 3.0483 -4.1646 0.0 0.0 0.0
H 0.7102 3.1081 -3.8090 0.0 0.0 0.0
H 1.7041 1.7897 -3.1579 0.0 0.0 0.0
H 3.0042 3.5007 -1.8134 -0.1 0.0 0.1
H 0.8601 5.4303 -2.8604 0.0 0.0 0.0
H 2.5864 5.4981 -3.1668 0.0 0.0 0.0
H 1.9838 5.8042 -1.5422 0.0 0.0 0.0
H 1.7185 3.0986 2.1190 0.0 0.1 -0.1
H 2.9640 5.3638 0.4618 0.0 0.0 0.0
H 3.2830 5.0673 2.1688 0.0 0.0 0.0
H 1.6666 5.5381 1.6580 0.0 0.1 0.0
H 3.9254 2.9580 -0.0040 0.0 0.0 0.0
H 3.2281 1.5838 0.8680 0.2 0.0 0.0
H 4.2035 2.7961 1.7180 0.0 0.0 -0.1
H 0.0469 5.6596 -0.0973 0.1 -0.1 0.0
H -1.7827 3.7668 1.4751 0.0 0.0 0.0
H -1.8378 5.5296 1.5974 0.0 0.0 0.0
H -0.4035 4.6543 2.1332 0.0 0.0 0.1
H -2.3078 3.9952 -1.1057 0.0 0.0 0.0
H -1.2791 5.0439 -2.0878 0.0 0.0 0.0
H -2.3561 5.7463 -0.8841 0.0 0.0 0.0
```
Positions in Å, forces in eV/Å.

Results
Lowest unoccupied orbital energy ... -8.624 eV
Gap between HOMO and LUMO ... 5.8 eV
Net charge ... +3

=====

C47H49BrHfN7SSiTe as an isolated structure, computed with the ωB97M-V functional and the def2-TZVPD basis.

The geometry in XYZ format:
```
108
Properties=species:S:1:pos:R:3:forces:R:3
Hf -0.6771 -0.0885 -0.4730 -1.3 1.0 -1.2
C -3.6455 0.9803 -1.5740 -0.1 0.1 0.0
C -2.9741 2.1244 -2.3284 0.0 0.0 0.0
C -1.8585 1.7407 -3.2503 0.1 0.0 0.1
C -1.7960 2.3049 -4.5157 0.0 0.0 -0.1
C -0.7114 2.0469 -5.3344 0.0 0.0 0.0
C 0.3090 1.2478 -4.8429 0.0 0.0 -0.1
C 0.1831 0.7246 -3.5779 0.0 0.1 0.0
N -0.8883 0.9322 -2.7820 0.1 -0.2 0.0
N -3.1153 0.8220 -0.1888 0.7 -0.7 -0.6
C -3.3835 2.0350 0.5990 0.0 0.2 0.1
C -2.2217 2.4158 1.4493 -0.1 0.1 0.1
C -2.3848 3.3549 2.4556 0.1 0.1 0.1
C -1.2879 3.7347 3.2047 0.0 0.0 0.0
C -0.0576 3.1521 2.9264 0.0 0.0 0.0
C 0.0137 2.2226 1.9170 0.0 -0.1 0.1
N -1.0479 1.8558 1.1706 0.6 -0.9 -0.3
C -3.8047 -0.2671 0.5201 -0.1 0.1 0.4
C -3.5978 -1.6213 -0.0477 -0.1 -0.2 -0.2
C -4.4389 -2.6367 0.3681 -0.2 0.0 0.0
C -4.3000 -3.8956 -0.1758 -0.1 -0.1 0.0
C -3.3744 -4.0636 -1.1929 0.0 0.0 -0.1
C -2.5795 -3.0001 -1.5533 -0.1 0.1 0.2
N -2.6285 -1.7850 -0.9571 0.5 0.0 0.4
H -3.4961 0.0458 -2.1051 -0.1 0.0 0.0
H -4.7224 1.1636 -1.5283 0.0 0.0 0.1
H -2.5503 2.8523 -1.6306 -0.1 0.1 0.0
H -3.7291 2.6571 -2.9020 0.0 0.1 0.0
H -2.5963 2.9524 -4.8483 0.0 0.0 0.0
H -0.6596 2.4714 -6.3290 0.0 0.0 0.0
H 1.1919 1.0415 -5.4321 0.0 0.0 0.0
H 0.9679 0.1123 -3.1570 0.0 0.0 0.0
H -4.2620 1.8937 1.2309 0.0 0.0 0.0
H -3.6323 2.8684 -0.0545 0.0 0.0 0.0
H -3.3618 3.7826 2.6431 0.0 0.0 0.0
H -1.3865 4.4699 3.9935 0.0 0.0 0.0
H 0.8302 3.4149 3.4854 0.0 -0.1 0.0
H 0.9534 1.7396 1.6866 0.0 0.0 0.0
H -4.8818 -0.0717 0.5366 0.0 0.1 0.0
H -3.4694 -0.2553 1.5616 0.0 0.1 0.0
H -5.2036 -2.4309 1.1074 0.0 0.0 0.0
H -4.9198 -4.7168 0.1609 0.0 0.0 0.0
H -3.2768 -5.0053 -1.7155 0.0 0.0 0.0
H -1.9026 -3.1115 -2.3722 0.1 -0.1 -0.1
Br 0.9751 -6.0757 -4.1722 0.0 0.0 0.0
C 0.6132 -4.4446 -3.3454 0.0 0.0 -0.1
C 0.1346 -3.3690 -4.0832 0.0 0.0 0.0
C -0.1648 -2.1947 -3.4210 0.0 0.0 0.0
N 0.0060 -2.0257 -2.1029 -0.1 0.4 0.5
C 0.4893 -3.0691 -1.4108 0.1 0.0 0.0
C 0.7989 -4.2857 -1.9793 0.0 -0.1 0.0
H -0.0198 -3.4493 -5.1507 0.0 0.0 0.0
H -0.5812 -1.3677 -3.9764 -0.1 -0.1 0.0
H 0.6302 -2.9273 -0.3493 0.0 0.0 0.0
H 1.1706 -5.0978 -1.3686 0.0 0.0 0.0
S 2.2814 -0.5254 -0.8441 0.2 0.5 0.6
C 3.7184 -1.1502 -1.5081 -0.2 -0.2 -0.3
N 3.9559 -1.3985 -2.7946 0.2 -0.1 -0.1
C 5.3173 -1.9046 -3.0363 0.0 0.0 0.0
C 5.8963 -1.9793 -1.6058 0.0 0.0 0.0
N 4.7872 -1.4624 -0.7891 0.2 0.0 0.0
H 3.3015 -1.1929 -3.5268 -0.1 0.0 0.0
H 5.8755 -1.2222 -3.6730 0.0 0.1 0.0
H 5.2849 -2.8779 -3.5194 0.0 0.0 0.0
H 6.7837 -1.3632 -1.4850 0.0 0.1 0.0
H 6.1439 -2.9973 -1.3148 0.0 0.0 0.0
H 4.8353 -1.3494 0.2091 -0.1 0.0 0.0
C -1.7531 -5.7371 2.5182 0.0 0.0 0.0
C -0.4594 -5.5666 2.0441 0.0 0.0 -0.1
C 0.0249 -4.2899 1.7923 -0.1 -0.1 0.0
C -0.7731 -3.1574 1.9955 0.1 0.0 0.1
C -2.0702 -3.3527 2.4729 0.0 0.0 0.0
C -2.5563 -4.6264 2.7374 0.0 0.0 0.0
Si -0.0024 -1.4500 1.8238 -0.1 -0.1 0.3
C -0.2673 -0.4211 3.3749 0.0 -0.2 0.1
C 0.8589 -0.0132 4.0966 0.0 0.0 0.0
C 0.7340 0.6786 5.2949 0.0 0.0 0.0
C -0.5249 0.9757 5.7977 0.0 0.0 0.0
C -1.6579 0.5712 5.1007 0.0 0.0 0.0
C -1.5253 -0.1182 3.9034 0.0 0.1 0.0
H -2.1259 -6.7298 2.7363 0.0 0.0 0.0
H 0.1813 -6.4276 1.8972 0.0 0.0 0.0
H 1.0538 -4.1734 1.4632 0.0 0.0 0.1
H -2.7116 -2.5013 2.6755 0.0 0.0 0.0
H -3.5553 -4.7515 3.1391 0.0 0.0 0.0
H 1.4602 -1.6818 1.7746 0.0 0.0 0.0
H 1.8503 -0.2562 3.7277 0.0 0.0 0.0
H 1.6200 0.9727 5.8444 0.0 0.0 0.0
H -0.6256 1.5050 6.7369 0.0 0.0 0.0
H -2.6431 0.7779 5.5015 0.0 0.0 0.0
H -2.4269 -0.4425 3.3930 0.0 0.0 0.0
C 1.2388 4.5366 -0.2549 -0.3 -0.1 0.1
Te 1.3910 2.5565 -1.0779 0.4 0.0 -0.3
C 3.2191 2.4451 0.0327 0.0 0.1 0.2
C 3.5655 3.8624 0.4072 -0.1 0.0 0.0
C 4.8356 4.1711 0.8901 0.0 0.0 0.0
C 5.1586 5.4787 1.2100 0.0 0.0 0.0
C 4.2094 6.4844 1.0631 0.0 0.0 0.0
C 2.9414 6.1806 0.5993 0.0 0.0 0.0
C 2.6152 4.8682 0.2638 0.1 -0.1 0.0
H 0.4818 4.5630 0.5297 0.0 0.0 0.0
H 0.9287 5.2135 -1.0488 0.0 -0.1 -0.1
H 3.9631 1.9912 -0.6171 0.0 0.0 0.0
H 3.0925 1.8029 0.9044 -0.1 0.0 0.0
H 5.5744 3.3863 1.0064 0.0 0.0 0.0
H 6.1538 5.7174 1.5609 0.0 0.0 0.0
H 4.4646 7.5091 1.2987 0.0 0.0 0.0
H 2.2031 6.9671 0.4903 0.0 0.0 0.0
```
Positions in Å, forces in eV/Å.

Results
Lowest unoccupied orbital energy ... -8.501 eV
Gap between HOMO and LUMO ... 6.5 eV
Net charge ... +3

=====

C19H42HoNO2P3 as an isolated structure, computed with the ωB97M-V functional and the def2-TZVPD basis.

The geometry in XYZ format:
```
68
Properties=species:S:1:pos:R:3:forces:R:3
Ho -0.1616 0.1995 -0.1839 0.6 1.0 1.2
P -1.7234 -1.8335 -0.8695 -1.2 -1.3 -0.6
P -1.2607 -0.4214 2.5535 0.0 -0.6 0.8
P 0.9609 1.7481 -2.2358 0.4 1.1 -1.4
H 2.3013 0.3816 2.9594 0.3 0.3 0.0
C 2.5314 1.2207 2.3003 -0.3 0.8 -0.4
C 1.9943 2.4471 2.4688 -0.3 -0.7 -0.7
H 1.2904 2.6691 3.2837 0.5 0.0 -0.4
C -1.2559 -3.5887 -0.7902 0.4 -0.3 0.4
C -3.4473 -1.7794 -0.2800 -0.1 0.2 0.2
C -1.9127 -1.6100 -2.6715 0.2 0.4 0.0
C -0.7156 0.5637 3.9858 0.6 0.4 -0.1
C -3.0517 -0.1865 2.8422 -0.3 0.0 -0.5
C -1.0368 -2.1074 3.2394 0.2 0.0 -0.3
C 1.9063 3.2098 -1.7016 0.3 0.0 0.7
C -0.3361 2.6367 -3.2014 -0.5 -0.3 0.1
C 2.0511 1.0828 -3.5452 -0.3 -0.7 0.2
H 3.2508 1.0353 1.4866 -0.3 0.0 0.5
H 2.1623 3.2453 1.7243 0.2 -0.3 0.7
H -1.5184 -4.0753 -1.7402 0.1 0.1 0.4
H -1.7695 -4.0882 0.0419 0.1 0.1 -0.2
H -0.1749 -3.6915 -0.6160 -0.6 -0.1 -0.3
H -4.0705 -2.3598 -0.9726 0.0 0.2 0.2
H -3.7923 -0.7339 -0.2292 0.0 -0.4 -0.2
H -3.5379 -2.1986 0.7321 0.1 0.0 -0.4
H -2.4911 -2.4741 -3.0236 0.1 0.4 -0.2
H -0.9262 -1.5906 -3.1558 -0.3 -0.2 0.0
H -2.4266 -0.6652 -2.8998 0.0 -0.3 -0.1
H -0.8792 -0.0341 4.8880 0.1 0.2 -0.1
H -1.2930 1.4897 4.0619 0.1 -0.2 0.0
H 0.3344 0.8440 3.8928 -0.1 -0.2 0.3
H -3.3420 -0.8072 3.6975 0.0 0.2 -0.1
H -3.6409 -0.4698 1.9710 -0.1 0.0 0.2
H -3.2728 0.8620 3.0648 0.1 -0.3 0.0
H -1.4742 -2.0994 4.2500 0.2 -0.3 -0.4
H 0.0390 -2.3412 3.2856 -0.3 0.0 0.2
H -1.5279 -2.8566 2.5972 0.1 0.2 0.4
H 2.6706 3.4344 -2.4504 -0.1 0.0 0.1
H 2.3871 3.0188 -0.7379 0.1 0.2 -0.2
H 1.2409 4.0713 -1.5962 0.2 -0.1 0.1
H 0.0280 2.8411 -4.2154 -0.1 0.0 0.2
H -0.5727 3.5953 -2.7058 0.1 -0.4 -0.4
H -1.2486 2.0242 -3.2781 0.2 0.3 -0.2
H 2.4716 1.9163 -4.1113 -0.1 -0.1 0.0
H 1.4881 0.4153 -4.2122 0.2 0.2 0.1
H 2.8423 0.4870 -3.0805 0.0 0.2 -0.2
C 2.5648 -1.8184 -0.4585 -0.6 -1.0 0.2
C 2.3583 -3.1967 -0.5334 0.1 0.6 -0.3
C 3.2728 -3.9382 -1.2828 0.2 0.0 0.3
C 4.4146 -3.3157 -1.7944 0.1 0.7 0.1
C 4.5980 -1.9233 -1.6634 -0.3 -0.6 0.2
C 3.6169 -1.1560 -1.0266 0.2 0.5 -0.2
O 1.6033 -1.0191 0.2702 -0.6 -0.6 0.3
H 0.9765 -1.5897 0.7859 1.3 -0.4 0.0
H 1.4882 -3.6503 -0.0523 0.6 0.0 -0.1
H 3.1252 -5.0118 -1.4135 0.1 0.3 0.1
H 5.1823 -3.9054 -2.2880 -0.2 0.1 0.0
H 5.5112 -1.4403 -2.0054 -0.3 -0.2 -0.1
H 3.6346 -0.0574 -0.9882 0.4 -0.5 0.2
C -2.6473 3.2302 1.9289 0.0 0.4 0.2
C -2.0194 2.8066 0.6692 0.4 -0.6 -1.2
N -2.3376 3.4079 -0.4786 0.7 -0.7 0.7
O -1.2002 1.8055 0.6602 -1.4 2.0 -0.5
H -2.8493 4.2984 1.8636 -0.2 0.0 0.3
H -1.9655 3.0183 2.7590 -0.3 0.1 -0.2
H -3.6068 2.6991 2.0537 0.4 0.2 0.0
H -1.9209 3.0728 -1.3562 -0.4 0.5 0.6
H -2.8900 4.2566 -0.4721 -0.1 -0.1 -0.2
```
Positions in Å, forces in eV/Å.

Results
Spin multiplicity ... 5
Lowest unoccupied orbital energy (spin up / spin down) ... -9.466 / -9.292 eV
Gap between HOMO and LUMO (spin up / spin down) ... 7.8 / 8.0 eV
Net charge ... +3

=====

| no. | energy (a.u.) | F_max (eV Å⁻¹) | molar mass (u) |
| --- | --- | --- | --- |
| 1 | -3621.21550 | 2.17 | 1045.6 |
| 2 | -5780.63843 | 1.99 | 1158.1 |
| 3 | -2925.61220 | 2.46 | 574.4 |